--- w ---
ORCA calculation (the ωB97M-V functional and the def2-TZVPD basis) on a 8-piece molecular cluster, H16O8 overall.

Summary:
SMILES: O.O.O.O.O.O.O.O
E_HOMO in hartree: -0.3940
LUMO level in eV: -0.64

ORCA input file:
```
! RIJCOSX wB97M-V def2-TZVPD def2/J DEFGRID3
* xyz 0 1
O -0.197 -3.493 0.737
H -0.934 -4.076 0.583
H -0.531 -2.730 1.183
O 0.928 0.278 0.382
H 0.661 -0.562 0.036
H 0.255 0.508 0.965
O -0.220 2.591 -1.302
H -1.071 2.617 -0.918
H 0.407 2.990 -0.725
O 1.119 -3.098 -1.831
H 1.059 -2.298 -2.341
H 0.582 -3.047 -1.021
O 3.204 0.107 -1.658
H 3.455 -0.779 -1.851
H 2.541 0.096 -0.948
O -1.078 1.035 1.931
H -1.441 0.155 1.720
H -1.487 1.330 2.739
O -1.103 3.889 2.262
H -0.813 2.980 2.085
H -1.792 3.837 2.929
O -1.148 -1.120 -1.506
H -1.311 -0.907 -2.408
H -1.085 -0.302 -1.042
*
```


--- x ---
ORCA calculation (the ωB97M-V functional and the def2-TZVPD basis) on a 8-piece molecular cluster, H16O8 overall.

Summary:
SMILES: O.O.O.O.O.O.O.O
E_HOMO in hartree: -0.3894
LUMO level in eV: -0.53

ORCA input file:
```
! RIJCOSX wB97M-V def2-TZVPD def2/J DEFGRID3
* xyz 0 1
O 0.236 -1.762 -2.992
H -0.206 -1.818 -2.214
H 1.163 -1.569 -2.781
O -0.117 -0.701 -0.446
H -0.650 -0.252 0.247
H 0.666 -0.879 0.076
O 2.236 -1.407 0.387
H 3.013 -1.984 0.244
H 1.932 -1.570 1.261
O -1.903 1.938 -0.526
H -1.990 2.667 0.071
H -1.236 2.168 -1.178
O 3.752 0.684 1.193
H 3.314 -0.163 1.165
H 4.127 0.728 2.086
O -4.109 -0.100 1.225
H -3.185 -0.263 1.401
H -4.151 -0.028 0.270
O 0.192 1.299 -2.279
H 0.036 0.538 -1.716
H 0.816 1.766 -1.704
O -1.459 0.014 1.811
H -1.289 0.955 1.721
H -1.184 -0.255 2.681
*
```


Which of them is most stable, and which least? Most stable: x; least stable: w.


--- w ---
ORCA calculation (the ωB97M-V functional and the def2-TZVPD basis) on a 8-piece molecular cluster, H16O8 overall.

Summary:
SMILES: O.O.O.O.O.O.O.O
E_HOMO in hartree: -0.3796
LUMO level in eV: -0.22

ORCA input file:
```
! RIJCOSX wB97M-V def2-TZVPD def2/J DEFGRID3
* xyz 0 1
O 22.107 8.300 25.125
H 22.254 8.070 26.043
H 22.852 7.920 24.660
O 19.307 6.906 26.309
H 19.460 6.242 26.980
H 20.166 7.301 26.161
O 22.704 4.914 27.965
H 21.957 4.864 27.369
H 22.716 4.065 28.406
O 23.205 6.998 30.216
H 22.564 7.300 29.572
H 23.397 6.096 29.958
O 19.993 5.301 29.658
H 19.734 4.835 30.453
H 19.491 4.881 28.960
O 19.429 10.270 28.438
H 19.715 10.997 28.991
H 19.607 10.564 27.544
O 17.494 8.783 27.695
H 18.135 9.172 28.290
H 18.005 8.182 27.153
O 20.994 7.448 28.404
H 20.847 6.648 28.908
H 20.221 7.986 28.576
*
```


--- x ---
ORCA calculation (the ωB97M-V functional and the def2-TZVPD basis) on a 8-piece molecular cluster, H16O8 overall.

Summary:
SMILES: O.O.O.O.O.O.O.O
E_HOMO in hartree: -0.3707
LUMO level in eV: -0.08

ORCA input file:
```
! RIJCOSX wB97M-V def2-TZVPD def2/J DEFGRID3
* xyz 0 1
O 5.655 -9.295 2.822
H 6.136 -9.356 3.654
H 4.735 -9.457 3.050
O 10.738 -13.753 -2.017
H 10.854 -13.962 -2.947
H 10.088 -13.037 -1.984
O 10.068 -10.575 4.370
H 9.356 -10.726 3.740
H 9.709 -10.846 5.220
O 8.738 -11.405 -1.712
H 7.898 -11.698 -2.081
H 9.100 -10.791 -2.361
O 8.644 -11.342 1.143
H 7.824 -10.895 1.368
H 8.699 -11.252 0.174
O 6.797 -9.169 0.241
H 7.124 -8.306 -0.028
H 6.582 -9.063 1.183
O 10.463 -13.661 0.884
H 10.736 -13.628 -0.042
H 9.928 -12.870 1.004
O 11.183 -9.990 1.344
H 10.732 -9.199 1.649
H 10.479 -10.659 1.320
*
```


Which of them is most stable, and which least? Most stable: x; least stable: w.


--- w ---
ORCA calculation (the ωB97M-V functional and the def2-TZVPD basis) on H16O8 as an isolated structure.

Summary:
E_HOMO in hartree: -0.3183
LUMO level in eV: -0.64

ORCA input file:
```
! RIJCOSX wB97M-V def2-TZVPD def2/J DEFGRID3
* xyz 0 1
O -0.329 -0.875 -2.473
H -1.206 -0.919 -2.854
H -0.318 -0.047 -1.992
O 1.555 -1.504 2.366
H 1.606 -1.322 1.427
H 0.687 -1.193 2.623
O -0.551 1.779 2.946
H -0.484 1.512 2.029
H 0.318 1.608 3.309
O -0.250 -1.936 -0.676
H -0.459 -1.600 -1.548
H 0.155 -1.195 -0.225
O 1.776 0.539 -2.103
H 1.708 -0.398 -1.921
H 2.446 0.604 -2.783
O -1.144 0.679 1.222
H -1.856 0.480 0.614
H -1.544 0.616 2.089
O -0.819 1.005 -1.193
H -0.924 1.879 -0.817
H -1.615 0.537 -0.940
O 0.581 -0.399 0.460
H 0.860 0.077 -0.322
H -0.193 0.073 0.765
*
```


--- x ---
ORCA calculation (the ωB97M-V functional and the def2-TZVPD basis) on a 8-piece molecular cluster, H16O8 overall.

Summary:
SMILES: O.O.O.O.O.O.O.O
E_HOMO in hartree: -0.4044
LUMO level in eV: -0.30

ORCA input file:
```
! RIJCOSX wB97M-V def2-TZVPD def2/J DEFGRID3
* xyz 0 1
O 13.802 0.837 5.342
H 14.263 0.358 6.039
H 13.925 0.301 4.554
O 9.844 -4.881 4.117
H 10.087 -3.950 4.039
H 10.680 -5.324 4.284
O 12.593 -0.319 0.378
H 12.708 -0.257 1.333
H 12.832 0.549 0.039
O 9.884 -1.667 6.272
H 10.370 -0.893 6.573
H 10.442 -2.054 5.579
O 9.649 -0.477 2.930
H 8.793 -0.708 3.311
H 9.950 0.273 3.456
O 11.500 -2.303 3.915
H 10.830 -1.747 3.458
H 12.352 -1.984 3.588
O 14.052 -1.239 2.888
H 14.402 -2.100 2.628
H 14.832 -0.675 2.948
O 13.914 -2.557 6.006
H 13.866 -3.165 5.263
H 13.207 -1.925 5.834
*
```


--- y ---
ORCA calculation (the ωB97M-V functional and the def2-TZVPD basis) on a 8-piece molecular cluster, H16O8 overall.

Summary:
SMILES: O.O.O.O.O.O.O.O
E_HOMO in hartree: -0.3838
LUMO level in eV: -0.23

ORCA input file:
```
! RIJCOSX wB97M-V def2-TZVPD def2/J DEFGRID3
* xyz 0 1
H -1.196 1.209 0.662
H -0.743 -0.066 0.104
H -2.872 -1.584 -1.577
H -2.757 -0.096 -1.889
H 0.279 -3.332 -2.647
H 1.305 -4.212 -1.970
H -2.998 -1.840 3.706
H -1.904 -1.053 4.448
H 1.240 -0.465 -2.354
H 0.533 -1.545 -1.868
H 1.823 1.915 2.424
H 1.880 2.790 3.602
H 1.425 3.317 1.006
H 2.358 2.423 0.077
H 0.969 1.124 -1.461
H -0.028 2.067 -2.021
O -0.387 0.750 0.387
O -2.601 -0.903 -2.218
O 1.010 -3.935 -2.771
O -2.695 -1.593 4.566
O 1.407 -1.140 -1.768
O 2.175 1.858 3.308
O 1.706 3.190 0.109
O 0.072 1.122 -1.856
*
```


--- z ---
ORCA calculation (the ωB97M-V functional and the def2-TZVPD basis) on a 8-piece molecular cluster, H16O8 overall.

Summary:
SMILES: O.O.O.O.O.O.O.O
E_HOMO in hartree: -0.3823
LUMO level in eV: 0.22

ORCA input file:
```
! RIJCOSX wB97M-V def2-TZVPD def2/J DEFGRID3
* xyz 0 1
O -0.008 -3.504 2.494
H -0.383 -4.385 2.564
H -0.431 -3.114 1.707
O 1.506 3.796 -0.212
H 1.108 3.112 0.344
H 1.610 4.550 0.374
O -0.267 2.715 1.881
H -0.536 3.379 2.523
H -0.092 1.922 2.403
O 0.337 0.031 0.502
H -0.289 0.761 0.546
H -0.219 -0.753 0.419
O 2.286 -1.725 -0.599
H 1.612 -1.067 -0.367
H 2.526 -1.522 -1.507
O -1.671 -2.643 0.381
H -1.608 -2.108 -0.429
H -2.278 -3.356 0.163
O -1.456 -0.807 -1.762
H -1.287 -1.327 -2.554
H -1.089 0.075 -1.957
O 0.066 1.650 -2.172
H 0.557 1.801 -2.985
H 0.005 2.519 -1.756
*
```


Which of them is most stable, and which least? Most stable: z; least stable: w.


--- w ---
ORCA calculation (the ωB97M-V functional and the def2-TZVPD basis) on a 8-piece molecular cluster, H16O8 overall.

Summary:
SMILES: O.O.O.O.O.O.O.O
E_HOMO in hartree: -0.4076
LUMO level in eV: 0.31

ORCA input file:
```
! RIJCOSX wB97M-V def2-TZVPD def2/J DEFGRID3
* xyz 0 1
H 0.566 -0.619 1.527
H 0.262 0.557 0.614
H -2.962 -1.805 -0.230
H -4.103 -2.797 -0.081
H 3.939 1.537 -1.752
H 2.589 1.624 -1.058
H -2.955 1.582 -1.737
H -3.914 2.391 -2.595
H -0.318 2.143 -4.132
H 0.969 1.710 -3.450
H -1.337 3.377 0.924
H -1.022 1.954 0.494
H 3.789 -2.592 3.305
H 4.736 -2.196 4.426
H -0.417 -3.645 1.931
H 0.570 -4.058 0.851
O 0.926 -0.121 0.785
O -3.421 -2.342 0.425
O 3.479 1.271 -0.947
O -3.652 2.246 -1.679
O 0.021 1.538 -3.463
O -1.300 2.809 0.147
O 4.066 -1.836 3.835
O -0.168 -3.461 1.018
*
```


--- x ---
ORCA calculation (the ωB97M-V functional and the def2-TZVPD basis) on a 8-piece molecular cluster, H16O8 overall.

Summary:
SMILES: O.O.O.O.O.O.O.O
E_HOMO in hartree: -0.4093
LUMO level in eV: 0.46

ORCA input file:
```
! RIJCOSX wB97M-V def2-TZVPD def2/J DEFGRID3
* xyz 0 1
H 2.977 -0.176 0.818
H 2.240 0.946 0.088
H -0.011 -0.522 1.754
H 0.304 0.292 2.872
H 1.166 2.770 -1.317
H 0.312 1.377 -1.153
H 1.911 -1.226 -0.551
H 1.480 -2.452 -1.471
H -1.247 -0.151 -1.452
H 0.116 -0.883 -1.116
H -1.414 -1.279 -0.018
H -0.505 -2.511 0.524
H -2.331 0.638 -0.346
H -3.361 -0.515 0.167
H -0.639 2.156 0.019
H -1.202 1.432 1.330
O 2.963 0.273 -0.006
O 0.684 0.037 2.061
O 0.801 2.093 -0.714
O 1.288 -1.989 -0.680
O -0.277 -0.122 -1.639
O -1.069 -1.760 0.827
O -2.724 -0.375 -0.542
O -1.463 1.946 0.546
*
```


Which of them is most stable, and which least? Most stable: x; least stable: w.


--- w ---
ORCA calculation (the ωB97M-V functional and the def2-TZVPD basis) on a 8-piece molecular cluster, H16O8 overall.

Summary:
SMILES: O.O.O.O.O.O.O.O
E_HOMO in hartree: -0.3787
LUMO level in eV: -0.55

ORCA input file:
```
! RIJCOSX wB97M-V def2-TZVPD def2/J DEFGRID3
* xyz 0 1
O -2.983 -2.910 -1.196
H -2.272 -2.322 -1.450
H -2.741 -3.756 -1.572
O 0.782 3.248 -0.874
H 0.507 2.373 -0.600
H 1.738 3.208 -0.880
O 2.800 0.009 -0.366
H 2.973 0.187 -1.291
H 3.099 -0.891 -0.235
O -1.802 1.735 2.178
H -1.054 1.679 2.773
H -1.582 1.143 1.460
O -0.542 -1.659 -1.697
H -0.729 -1.009 -2.375
H -0.143 -2.390 -2.169
O 0.154 0.426 -0.037
H 1.051 0.094 -0.074
H -0.382 -0.291 -0.377
O 3.077 2.211 1.532
H 3.132 1.448 0.957
H 3.858 2.724 1.325
O -2.732 -1.709 1.954
H -2.556 -1.572 1.023
H -3.650 -1.975 1.989
*
```


--- x ---
ORCA calculation (the ωB97M-V functional and the def2-TZVPD basis) on a 8-piece molecular cluster, H16O8 overall.

Summary:
E_HOMO in hartree: -0.3393
LUMO level in eV: -0.70

ORCA input file:
```
! RIJCOSX wB97M-V def2-TZVPD def2/J DEFGRID3
* xyz 0 1
O -0.467 -0.998 0.434
H -0.200 -0.083 0.143
H -0.029 -1.515 1.253
H -0.458 -1.577 -0.455
O 0.403 1.573 0.067
H 0.668 2.566 0.003
O -1.570 0.259 -2.401
H -0.846 0.056 -2.859
H -1.415 1.153 -2.198
O -1.729 1.828 1.514
H -1.735 0.991 2.032
H -1.027 1.705 0.861
O 0.837 -2.628 2.192
H 0.180 -2.815 3.026
H 0.562 -3.647 2.113
O 0.887 -2.162 -1.669
H 0.780 -2.405 -2.674
H 1.762 -2.004 -1.348
O 2.084 0.075 1.411
H 1.850 0.527 2.237
H 1.532 0.746 0.988
O -1.166 2.796 -1.516
H -0.516 2.330 -0.967
H -0.379 3.234 -2.177
*
```


--- y ---
ORCA calculation (the ωB97M-V functional and the def2-TZVPD basis) on a 8-piece molecular cluster, H16O8 overall.

Summary:
SMILES: O.O.O.O.O.O.O.O
E_HOMO in hartree: -0.4202
LUMO level in eV: 0.15

ORCA input file:
```
! RIJCOSX wB97M-V def2-TZVPD def2/J DEFGRID3
* xyz 0 1
O -0.072 -0.874 1.038
H -0.930 -0.880 0.614
H 0.545 -0.687 0.330
O -7.647 -2.961 0.334
H -6.914 -2.370 0.162
H -7.694 -3.014 1.289
O 1.569 -0.960 -3.585
H 1.984 -0.151 -3.881
H 2.028 -1.653 -4.060
O -3.854 -1.831 -5.007
H -3.527 -1.224 -4.344
H -3.251 -1.731 -5.743
O -4.113 1.028 -0.485
H -3.485 1.749 -0.438
H -4.831 1.298 0.087
O 5.242 2.329 1.246
H 5.570 3.160 1.590
H 5.002 2.523 0.340
O 6.500 -1.855 2.887
H 7.117 -1.416 3.472
H 6.026 -1.142 2.458
O 1.379 3.769 4.158
H 1.207 2.866 3.890
H 2.148 4.027 3.649
*
```


--- z ---
ORCA calculation (the ωB97M-V functional and the def2-TZVPD basis) on a 8-piece molecular cluster, H16O8 overall.

Summary:
SMILES: O.O.O.O.O.O.O.O
E_HOMO in hartree: -0.3906
LUMO level in eV: -0.39

ORCA input file:
```
! RIJCOSX wB97M-V def2-TZVPD def2/J DEFGRID3
* xyz 0 1
H -0.463 -0.644 0.285
H 0.073 0.581 1.230
H 2.680 0.474 -1.085
H 2.261 -0.831 -1.775
H -1.806 2.406 0.774
H -2.215 3.045 2.230
H 0.308 -2.902 -1.625
H 1.687 -3.004 -1.828
H 0.309 -4.673 -2.906
H -0.416 -5.011 -1.582
H -0.004 4.662 1.233
H -0.084 3.228 1.393
H 1.248 1.566 5.527
H 0.644 0.715 4.243
H -2.324 0.161 -1.798
H -1.016 0.682 -2.179
O 0.076 -0.415 1.053
O 2.686 0.000 -1.929
O -2.487 2.779 1.296
O 0.922 -2.498 -2.197
O -0.281 -4.364 -2.182
O -0.399 3.855 0.842
O 0.993 0.682 5.128
O -1.621 -0.097 -2.277
*
```


Which of them is most stable, and which least? Most stable: w; least stable: x.